DFT (ωB97M-V/def2-TZVPD) results for a structure of composition C60H83N4O3PTeTi in a non-equilibrium geometry.

Last column: Löwdin spin population.
Atoms and positions in Å:
Ti  0.2086  -0.7148  -0.0379  0.9860
C  -4.6502  -0.7040  0.1780  0.0001
C  -3.6752  -0.9968  -0.9682  0.0014
C  -4.2132  -0.4053  -2.2722  0.0001
C  -3.3850  -2.4793  -1.0493  0.0000
C  -4.2718  -3.3311  -1.7028  0.0001
C  -4.0911  -4.7041  -1.6854  -0.0004
C  -3.0061  -5.2397  -1.0113  0.0002
C  -2.0820  -4.4205  -0.3746  0.0000
C  -0.9235  -5.0569  0.3753  0.0000
C  -0.1810  -6.1062  -0.4575  0.0000
C  -1.4156  -5.6938  1.6821  0.0000
C  -2.2697  -3.0272  -0.4054  0.0039
N  -1.3429  -2.1966  0.3039  0.0133
C  -1.6215  -2.2180  1.6393  0.0044
O  -2.6084  -2.6995  2.1870  0.0011
C  -0.5039  -1.6854  2.4815  0.0062
C  -0.4814  -1.7073  3.8620  0.0033
C  0.6845  -1.3311  4.5089  0.0023
C  1.7863  -0.9274  3.7622  0.0025
C  1.6767  -0.8996  2.3911  0.0061
N  0.5624  -1.3019  1.7764  0.0118
C  2.7468  -0.4376  1.4472  0.0027
O  3.8349  -0.0894  1.8980  0.0004
N  2.3663  -0.4825  0.1414  0.0094
C  3.5049  -0.2471  -0.6938  0.0033
C  3.7532  1.0230  -1.2252  0.0000
C  4.9192  1.2359  -1.9577  0.0001
C  5.8515  0.2308  -2.1321  -0.0004
C  5.6144  -1.0147  -1.5734  0.0002
C  4.4533  -1.2754  -0.8584  0.0001
C  4.2880  -2.6426  -0.2152  0.0000
C  5.3053  -2.8314  0.9173  0.0000
C  4.4218  -3.7880  -1.2247  0.0000
C  2.8173  2.1897  -0.9859  0.0003
C  2.0885  2.5572  -2.2775  0.0003
C  3.5597  3.4089  -0.4310  0.0000
H  -4.7161  0.3748  0.3303  0.0000
H  -5.6441  -1.0915  -0.0667  0.0001
H  -4.3197  -1.1735  1.1043  0.0000
H  -2.7430  -0.4911  -0.7211  0.0015
H  -5.2613  -0.6757  -2.4254  0.0000
H  -4.1561  0.6827  -2.2201  0.0000
H  -3.6454  -0.7448  -3.1421  0.0000
H  -5.1354  -2.9112  -2.2047  0.0000
H  -4.8033  -5.3540  -2.1795  0.0000
H  -2.8824  -6.3158  -0.9732  0.0000
H  -0.2158  -4.2659  0.6290  0.0000
H  -0.8192  -6.9667  -0.6672  0.0000
H  0.1629  -5.7028  -1.4104  0.0000
H  0.6890  -6.4694  0.0946  0.0000
H  -2.0596  -6.5492  1.4612  0.0000
H  -0.5690  -6.0498  2.2752  0.0000
H  -1.9873  -4.9804  2.2737  0.0000
H  -1.3705  -2.0252  4.3883  0.0003
H  0.7329  -1.3394  5.5900  0.0001
H  2.7168  -0.6096  4.2119  0.0001
H  5.1084  2.2190  -2.3732  0.0000
H  6.7639  0.4175  -2.6856  0.0000
H  6.3605  -1.7940  -1.6828  0.0000
H  3.2859  -2.6963  0.2151  0.0000
H  6.3183  -2.8857  0.5105  0.0000
H  5.2591  -1.9991  1.6182  0.0000
H  5.1042  -3.7602  1.4570  0.0000
H  5.4043  -3.7829  -1.7006  0.0000
H  4.3045  -4.7468  -0.7141  0.0000
H  3.6666  -3.7283  -2.0085  0.0000
H  2.0663  1.8816  -0.2576  0.0002
H  2.8045  2.8395  -3.0567  0.0000
H  1.5021  1.7102  -2.6355  0.0003
H  1.4169  3.4021  -2.1071  0.0000
H  4.1380  3.9108  -1.2119  0.0000
H  2.8449  4.1288  -0.0288  0.0000
H  4.2469  3.1209  0.3665  0.0000
C  -1.5035  1.6080  -2.1639  -0.0007
C  -1.5830  1.5616  -0.6457  -0.0062
O  -2.6121  2.0426  -0.1550  -0.0059
N  -0.5120  1.0509  0.0199  -0.0522
Te  -1.1114  1.6565  2.5809  -0.0018
C  -2.2246  2.4843  4.3042  -0.0020
C  -1.5716  2.9029  5.4740  -0.0002
C  -0.0745  2.8443  5.6353  0.0000
C  -2.3121  3.4154  6.5398  -0.0001
C  -3.6917  3.5278  6.4812  0.0001
C  -4.4859  4.0898  7.6323  0.0000
C  -4.3297  3.0869  5.3301  -0.0001
C  -3.6250  2.5525  4.2541  -0.0001
C  -4.4289  2.0155  3.0916  -0.0002
C  -0.2208  3.5981  2.3076  0.0001
C  1.1587  3.7779  2.4746  0.0001
C  2.1147  2.6580  2.7774  -0.0001
C  1.7102  5.0558  2.3562  0.0000
C  0.9402  6.1609  2.0468  0.0001
C  1.5530  7.5276  1.8840  0.0000
C  -0.4219  5.9642  1.8654  0.0000
C  -1.0186  4.7145  1.9972  0.0000
C  -2.5086  4.6313  1.8115  0.0000
H  -2.3579  2.1645  -2.5468  -0.0002
H  -1.5141  0.5999  -2.5795  0.0007
H  -0.5811  2.0960  -2.4613  0.0001
H  0.3470  2.0109  5.0738  0.0000
H  0.1923  2.7371  6.6890  0.0000
H  0.3884  3.7618  5.2613  0.0000
H  -1.7907  3.7293  7.4403  0.0000
H  -3.8381  4.3343  8.4742  0.0000
H  -5.2350  3.3727  7.9742  0.0000
H  -5.0150  4.9978  7.3348  0.0000
H  -5.4126  3.1543  5.2640  0.0000
H  -5.3024  2.6446  2.9073  0.0000
H  -4.7893  1.0110  3.3307  0.0000
H  -3.8430  1.9467  2.1768  -0.0001
H  1.7310  1.7130  2.4136  0.0000
H  2.2764  2.5547  3.8542  0.0000
H  3.0848  2.8307  2.3120  0.0000
H  2.7811  5.1702  2.4966  0.0000
H  2.6251  7.4995  2.0783  0.0000
H  1.0986  8.2457  2.5697  0.0000
H  1.4010  7.9016  0.8693  0.0000
H  -1.0514  6.8125  1.6135  0.0000
H  -2.8740  5.5281  1.3089  0.0000
H  -3.0059  4.5580  2.7805  0.0000
H  -2.7825  3.7567  1.2221  0.0000
C  0.6110  -0.8307  -6.4437  -0.0002
C  0.6201  -0.0452  -5.1288  -0.0005
C  -0.3602  1.1303  -5.2102  0.0000
P  0.5145  -0.9926  -3.5098  0.0012
C  2.0625  -2.0749  -3.6232  0.0001
C  2.1155  -3.4037  -4.3984  0.0000
C  3.2205  -1.1907  -4.0974  0.0000
C  -1.0130  -2.0970  -3.5936  0.0029
C  -1.9048  -2.0723  -4.8331  0.0004
C  -0.7370  -3.5508  -3.2302  0.0005
H  1.1179  -0.2404  -7.2125  0.0000
H  -0.4040  -1.0151  -6.7901  0.0000
H  1.1270  -1.7852  -6.3750  0.0000
H  1.6074  0.4111  -5.0369  0.0000
H  -1.3986  0.8268  -5.0819  0.0000
H  -0.2717  1.6075  -6.1904  0.0000
H  -0.1416  1.8795  -4.4544  0.0000
H  2.2505  -2.2965  -2.5682  0.0002
H  1.4990  -3.4096  -5.2958  0.0000
H  1.8107  -4.2498  -3.7861  0.0000
H  3.1473  -3.5848  -4.7125  0.0000
H  3.2081  -1.0929  -5.1855  0.0000
H  4.1676  -1.6462  -3.8102  0.0000
H  3.1983  -0.1939  -3.6555  0.0000
H  -1.6099  -1.6883  -2.7718  0.0022
H  -1.4271  -2.5677  -5.6790  0.0001
H  -2.1958  -1.0685  -5.1383  0.0000
H  -2.8206  -2.6235  -4.5997  0.0000
H  -0.2855  -4.0843  -4.0633  0.0000
H  -1.6823  -4.0386  -2.9922  0.0000
H  -0.0893  -3.6397  -2.3544  0.0003

Cartesian forces, eV/Å:
Ti -0.70 2.72 -3.43
C 0.06 0.03 -0.01
C -0.04 -0.02 -0.04
C 0.00 0.01 0.05
C -0.01 0.04 -0.05
C 0.02 -0.02 -0.03
C 0.00 0.02 0.01
C -0.03 0.00 0.00
C 0.04 0.00 0.02
C -0.07 -0.08 0.02
C 0.01 0.06 0.03
C 0.03 0.06 -0.01
C 0.01 -0.06 -0.01
N -0.10 0.00 0.61
C -0.21 -0.20 -0.47
O 0.02 0.09 0.16
C 0.46 -0.21 -0.07
C -0.17 -0.11 0.10
C 0.05 0.06 -0.14
C 0.12 0.05 0.22
C -0.28 -0.13 -0.17
N 0.14 -0.30 2.85
C 0.15 0.07 -0.39
O -0.01 -0.06 0.15
N 0.19 -0.25 0.61
C 0.05 -0.02 -0.02
C 0.01 0.07 -0.03
C -0.03 -0.02 0.00
C -0.02 -0.02 0.00
C 0.03 0.03 -0.05
C -0.09 -0.06 -0.05
C 0.07 -0.03 -0.04
C -0.08 0.05 0.01
C -0.04 0.05 0.08
C 0.02 -0.04 -0.01
C 0.02 0.04 0.04
C -0.01 -0.02 0.00
H -0.01 0.00 0.01
H 0.00 -0.02 0.01
H 0.02 0.01 0.02
H -0.01 -0.05 -0.01
H 0.00 -0.03 -0.03
H -0.04 -0.02 0.01
H -0.01 0.05 0.01
H 0.00 0.01 -0.01
H 0.00 0.00 0.00
H 0.02 0.00 -0.02
H 0.01 0.01 -0.02
H 0.01 -0.01 -0.01
H 0.00 0.01 -0.02
H 0.00 -0.01 -0.01
H 0.00 -0.01 0.00
H -0.01 -0.02 0.00
H 0.01 -0.01 0.00
H 0.01 0.00 0.00
H 0.01 0.00 0.01
H -0.01 0.01 0.00
H 0.00 0.01 0.00
H 0.00 0.00 0.00
H -0.01 -0.02 -0.01
H 0.00 0.01 -0.01
H 0.01 -0.01 0.01
H 0.01 -0.01 -0.01
H 0.03 -0.02 -0.01
H 0.01 -0.01 -0.01
H 0.00 -0.01 -0.02
H 0.01 -0.01 -0.03
H -0.02 0.01 -0.01
H -0.01 0.00 0.00
H -0.02 -0.01 -0.02
H -0.03 -0.02 -0.02
H 0.02 -0.01 0.01
H 0.00 0.02 -0.02
H -0.01 0.01 0.00
C 0.04 0.12 0.01
C 0.20 0.26 0.24
O -0.05 -0.08 0.08
N 0.25 -1.93 -0.73
Te -0.65 0.98 0.98
C 0.53 -0.41 0.10
C -0.03 0.09 0.02
C -0.06 0.02 0.02
C 0.00 0.01 -0.02
C -0.04 -0.02 0.00
C 0.02 -0.03 -0.07
C 0.02 0.05 -0.01
C -0.07 -0.17 -0.09
C 0.02 0.06 0.07
C 0.09 -0.12 -0.13
C 0.03 0.03 -0.05
C -0.03 -0.04 0.00
C 0.01 -0.04 0.00
C 0.00 0.02 -0.01
C -0.03 -0.07 0.02
C -0.02 0.01 0.05
C -0.08 -0.05 -0.03
C 0.03 -0.05 -0.02
H 0.01 -0.01 -0.04
H 0.03 0.00 0.00
H 0.05 -0.04 -0.02
H 0.01 0.00 -0.01
H 0.00 0.02 -0.01
H 0.02 -0.03 -0.05
H -0.01 0.01 -0.01
H -0.01 0.01 0.01
H 0.00 0.01 0.02
H 0.00 0.01 0.02
H 0.00 -0.03 0.00
H -0.01 -0.01 0.01
H 0.00 -0.01 -0.05
H -0.02 0.01 -0.03
H 0.02 -0.05 -0.03
H -0.02 -0.02 0.01
H -0.02 0.02 0.02
H 0.00 0.01 -0.02
H 0.00 0.02 0.00
H 0.01 0.01 0.00
H 0.01 0.02 0.00
H 0.00 0.00 0.00
H -0.01 0.00 0.00
H -0.02 0.02 0.00
H 0.01 -0.01 -0.01
C 0.05 -0.03 0.03
C -0.10 0.22 0.16
C 0.05 -0.01 0.00
P 0.18 -0.56 -0.18
C -0.11 0.07 -0.12
C 0.01 0.01 0.02
C 0.00 0.05 0.09
C 0.02 0.10 -0.02
C 0.02 0.00 0.00
C -0.02 0.06 0.08
H -0.04 0.01 -0.02
H -0.01 -0.01 0.00
H 0.02 0.00 -0.01
H 0.02 -0.01 0.03
H -0.02 0.01 -0.02
H 0.00 -0.01 -0.01
H -0.01 0.02 -0.01
H 0.02 0.00 -0.01
H -0.01 0.00 0.00
H -0.01 0.00 0.00
H 0.00 -0.03 0.01
H 0.00 0.02 0.00
H 0.02 -0.03 -0.02
H 0.04 0.01 0.03
H -0.03 0.00 -0.03
H 0.01 -0.01 0.00
H 0.02 0.00 -0.01
H -0.01 0.00 -0.01
H 0.01 -0.01 0.00
H 0.00 -0.01 0.04
H 0.02 -0.05 -0.01

The total charge is -1. For the max |F|, the calculation gives 0.08617 Eh/bohr. The calculation puts the total energy at -115373.559 eV. The HOMO energy (alpha / beta) is -4.14 / -4.15 eV. As for the spin multiplicity: 2. As for the LUMO energy (alpha / beta): 1.839 / 1.864 eV. As for the expectation value of S²: 0.7587. For the HOMO-LUMO gap (alpha / beta), the calculation gives 6.0 / 6.0 eV.



DFT (ωB97M-V/def2-TZVPD) results for a structure of composition C16H15CuNO9 in a non-equilibrium geometry.

Last column: Löwdin spin population.
Atoms and positions in Å:
Cu  -9.4802  -4.9823  12.4096  0.7646
C  -10.3471  -7.7474  14.9249  0.0012
C  -10.2178  -6.9651  13.8537  0.0076
C  -10.5615  -7.3694  12.4833  0.0048
O  -10.2867  -6.5423  11.5439  0.0679
C  -11.0853  -8.5984  12.2094  0.0002
C  -10.9185  -9.5600  13.2357  -0.0001
C  -11.0110  -9.0054  14.6550  0.0003
O  -11.6484  -9.6355  15.5139  -0.0004
O  -10.7091  -10.7535  13.0951  -0.0006
O  -9.8010  -5.7399  13.9536  0.0755
H  -10.4203  -7.4135  15.9616  0.0003
H  -11.1859  -8.9686  11.1871  0.0003
C  -8.1441  -1.0512  13.2172  0.0011
C  -8.7997  -2.2076  12.9396  0.0035
C  -10.0939  -2.1892  12.1940  0.0008
O  -10.5140  -3.3357  11.7829  0.0060
C  -10.7380  -1.0023  12.0088  0.0008
C  -10.2753  0.2082  12.6155  0.0003
C  -8.7903  0.2589  12.9587  0.0001
O  -8.1150  1.2475  13.0988  -0.0003
O  -10.9085  1.1837  12.9040  0.0008
O  -8.2644  -3.4063  13.0893  0.0529
H  -7.1174  -1.0004  13.4303  0.0001
H  -11.7808  -1.1430  11.6355  0.0001
C  -5.7859  -4.3966  9.4598  0.0008
C  -6.6066  -5.2113  10.4849  0.0009
C  -5.9776  -5.1468  11.9447  0.0000
O  -6.3528  -6.3683  12.5894  -0.0007
C  -6.0273  -6.3202  13.9384  -0.0001
N  -7.9598  -4.7734  10.4379  0.0113
H  -5.8727  -3.3512  9.8052  0.0000
H  -6.2583  -4.4110  8.5217  0.0001
H  -4.7404  -4.6336  9.2976  0.0002
H  -6.5828  -6.2831  10.2724  0.0000
H  -6.4029  -4.2977  12.4732  0.0000
H  -4.8808  -5.1261  11.8109  0.0000
H  -6.3498  -7.1764  14.4690  0.0000
H  -6.3425  -5.3773  14.4629  0.0000
H  -4.9125  -6.3451  14.1236  0.0000
H  -8.5727  -5.3113  9.8359  -0.0001
H  -8.2627  -3.8212  10.5115  -0.0001

Cartesian forces, eV/Å:
Cu 1.15 2.34 -2.42
C -1.48 -2.03 1.02
C 0.99 2.19 0.55
C -0.33 -0.76 -1.73
O 0.22 0.88 0.28
C 0.16 -0.76 -0.41
C -0.44 -0.07 0.54
C -0.24 -0.39 1.60
O 0.59 0.36 -0.79
O -0.08 -0.68 -0.26
O -0.34 -1.26 2.26
H 0.46 0.23 -0.41
H 0.08 0.32 0.19
C -1.95 1.19 -0.73
C 1.74 -2.04 -0.23
C -0.14 -1.11 -0.04
O -0.04 0.91 -0.24
C -1.80 -0.07 -0.35
C 1.04 -1.12 -0.56
C 1.52 -3.41 0.74
O -0.07 2.01 -0.23
O -1.84 1.95 0.26
O -0.87 0.78 -0.05
H 1.17 -0.19 0.62
H 0.84 0.68 0.27
C 0.09 0.73 1.59
C 1.52 0.24 0.76
C -0.65 -0.80 -1.91
O -0.04 0.57 -0.15
C 1.80 1.52 1.08
N -1.86 -1.21 0.39
H 0.34 -0.19 -0.16
H -0.78 -0.22 -1.33
H 0.27 -0.27 0.36
H -0.13 0.08 -0.26
H 0.23 0.23 0.18
H -0.18 0.21 0.35
H -1.00 -0.88 0.26
H -0.27 -0.80 -0.59
H -0.46 0.12 -0.54
H 0.19 0.19 0.12
H 0.54 0.51 -0.03

The total charge is -2. For the max |F|, the calculation gives 0.07403 Eh/bohr. The calculation puts the total energy at -81392.570 eV. The HOMO energy (alpha / beta) is -2.19 / -2.17 eV. As for the spin multiplicity: 2. As for the LUMO energy (alpha / beta): 4.682 / 4.681 eV. As for the expectation value of S²: 0.7523. For the HOMO-LUMO gap (alpha / beta), the calculation gives 6.9 / 6.9 eV.



DFT (ωB97M-V/def2-TZVPD) results for the molecule C2H2N6 in a non-equilibrium geometry.

Last column: Mulliken charge in e.
Atoms and positions in Å:
C  -0.9121  -0.1754  0.4670  0.5946
C  1.0926  -0.9568  -0.4537  0.0914
H  -1.9133  0.7985  1.9647  0.2753
H  1.7041  -1.8341  -0.8452  0.3589
N  -1.4083  -0.1221  1.6062  -0.5683
N  -0.0296  -1.2830  0.1439  -0.4202
N  1.6493  0.3258  -0.4478  -0.1149
N  1.0226  1.3705  -0.5069  -0.0951
N  -0.1520  1.2785  -1.1590  0.0845
N  -1.0533  0.5979  -0.7691  -0.2063

Cartesian forces, eV/Å:
C 2.05 -0.92 -0.41
C -1.84 -1.99 0.32
H 1.02 -2.51 -1.73
H -0.48 1.65 0.62
N -1.14 2.77 1.53
N 0.74 0.97 -1.28
N 1.82 -1.78 1.07
N 0.61 1.55 -0.03
N 0.19 1.59 -1.51
N -2.98 -1.34 1.42

The total charge is 0. For the max |F|, the calculation gives 0.06933 Eh/bohr. The calculation puts the total energy at -11041.446 eV. The HOMO energy is -9.58 eV. As for the LUMO energy: -1.274 eV. For the HOMO-LUMO gap, the calculation gives 8.3 eV.